[1]
Below is a molecular structure, C10H40N21O13V at a distorted geometry, with properties calculated with wB97M-V/def2-TZVPD.

For the orbital gap (alpha / beta), the calculation gives 0.292 / 0.293 Eh. Its spin multiplicity is 4. Its net charge is +1. The expectation value of S² is 3.753. The lowest unoccupied orbital energy (alpha / beta) comes out at -0.09313 / -0.09758 hartree.

Cartesian coordinates (Å):
V  1.015  1.093  1.267
N  -0.316  -0.449  -0.637
O  -0.844  -1.197  -1.475
O  -0.838  0.628  -0.266
O  0.753  -0.675  -0.114
C  -0.667  0.327  3.872
O  -0.327  0.285  2.679
N  0.155  0.116  4.898
N  -1.895  0.685  4.259
H  1.031  -0.347  4.728
H  -0.158  0.132  5.852
H  -2.220  0.521  5.194
H  -2.565  0.826  3.521
C  1.474  -0.396  -3.950
O  0.745  0.607  -3.957
N  1.094  -1.665  -3.690
N  2.772  -0.443  -4.275
H  1.445  -2.423  -4.247
H  0.200  -1.799  -3.233
H  3.349  -1.240  -4.085
H  3.290  0.363  -4.589
C  -0.285  3.998  0.896
O  -0.112  2.839  1.300
N  -1.146  4.911  1.440
N  0.413  4.493  -0.142
H  -1.550  5.364  0.630
H  -1.682  4.730  2.270
H  1.288  4.111  -0.452
H  0.221  5.457  -0.357
C  -3.658  -2.729  -0.060
O  -4.612  -3.380  0.372
N  -3.245  -1.623  0.574
N  -2.969  -3.066  -1.159
H  -2.588  -0.989  0.151
H  -4.006  -1.221  1.097
H  -3.275  -3.830  -1.735
H  -2.207  -2.474  -1.465
C  -3.800  3.212  0.489
O  -3.447  3.918  -0.449
N  -4.486  3.626  1.590
N  -3.498  1.890  0.620
H  -4.868  4.555  1.632
H  -4.357  3.099  2.432
H  -2.916  1.583  -0.147
H  -4.054  1.476  1.342
C  -1.746  3.066  -4.056
O  -2.504  4.028  -4.083
N  -0.889  2.708  -5.044
N  -1.673  2.263  -2.981
H  -0.969  3.093  -5.967
H  -0.167  2.075  -4.726
H  -1.749  2.825  -2.144
H  -1.199  1.378  -2.939
C  3.178  -1.360  2.410
O  2.363  -0.537  1.987
N  3.551  -1.477  3.691
N  3.641  -2.352  1.617
H  4.413  -1.952  3.910
H  3.281  -0.871  4.447
H  4.183  -3.114  1.988
H  3.074  -2.553  0.806
C  -0.529  -3.303  2.747
O  -0.259  -2.838  3.850
N  0.227  -3.084  1.640
N  -1.508  -4.201  2.524
H  0.107  -3.498  0.732
H  0.913  -2.375  1.831
H  -2.082  -4.621  3.232
H  -1.644  -4.516  1.579
C  1.957  -4.369  -0.693
O  2.500  -5.185  0.049
N  2.607  -3.376  -1.321
N  0.693  -4.546  -1.130
H  2.148  -2.659  -1.863
H  3.611  -3.320  -1.352
H  0.188  -5.350  -0.795
H  0.246  -3.732  -1.523
C  3.091  2.201  -1.063
O  2.272  1.683  -0.274
N  4.245  2.673  -0.613
N  2.863  2.260  -2.374
H  4.396  2.559  0.376
H  4.927  3.089  -1.222
H  2.054  1.833  -2.815
H  3.537  2.554  -3.061

These are the Mulliken partial charges, in e, on atoms 1 to 6: V 0.9579; N 0.7564; O -0.8410; O -0.2469; O -0.0740; C 0.4699


[2]
Below is a molecular structure, C38H60Br6N2O22 at a distorted geometry, with properties calculated with wB97M-V/def2-TZVPD.

For the orbital gap, the calculation gives 0.337 Eh. The lowest unoccupied orbital energy comes out at -0.01770 hartree.

Cartesian coordinates (Å):
C  -0.062  -5.516  0.124
C  1.297  -5.466  -0.116
C  2.110  -4.725  0.733
C  1.552  -4.075  1.831
C  0.194  -4.245  2.135
C  -0.614  -4.990  1.295
N  2.409  -3.323  2.744
O  3.420  -2.844  2.265
O  2.043  -3.174  3.890
H  -0.644  -6.152  -0.534
H  1.712  -5.812  -1.052
H  3.160  -4.636  0.497
H  -0.311  -3.753  2.956
H  -1.664  -5.072  1.533
C  -1.782  -0.004  0.034
C  -1.475  -1.269  -0.424
C  -0.169  -1.618  -0.750
C  0.881  -0.770  -0.496
C  0.579  0.529  -0.069
C  -0.727  0.943  0.094
N  2.238  -1.286  -0.591
O  2.377  -2.389  -1.050
O  3.127  -0.552  -0.233
H  -2.778  0.322  0.294
H  -2.196  -2.062  -0.573
H  0.046  -2.594  -1.167
H  1.393  1.173  0.251
H  -0.928  1.927  0.499
C  -4.774  -2.491  1.231
C  -6.032  -1.870  0.610
O  -7.141  -2.638  1.042
C  -8.041  -3.005  0.120
O  -8.158  -2.542  -0.977
O  -8.743  -3.989  0.654
C  -9.824  -4.470  -0.149
H  -4.753  -3.578  1.150
H  -4.667  -2.188  2.270
H  -3.928  -2.141  0.637
H  -5.854  -1.787  -0.464
H  -6.042  -0.826  0.938
H  -9.418  -4.914  -1.058
H  -10.478  -3.686  -0.538
H  -10.400  -5.122  0.496
C  0.745  7.234  -3.590
C  1.817  6.223  -3.190
O  1.824  6.134  -1.772
C  1.521  4.987  -1.160
O  1.253  3.953  -1.708
O  1.474  5.254  0.133
C  0.872  4.268  0.970
H  0.785  7.527  -4.644
H  0.697  8.153  -3.010
H  -0.219  6.722  -3.585
H  2.814  6.442  -3.561
H  1.455  5.312  -3.670
H  1.497  4.079  1.836
H  0.659  3.344  0.443
H  -0.076  4.629  1.372
C  -6.133  -4.898  -2.492
C  -4.721  -4.317  -2.380
O  -3.814  -5.195  -3.047
C  -2.539  -4.992  -2.884
O  -2.015  -4.241  -2.104
O  -1.838  -5.736  -3.736
C  -0.476  -5.429  -3.930
H  -6.261  -5.713  -1.777
H  -6.306  -5.341  -3.472
H  -6.855  -4.101  -2.329
H  -4.391  -4.083  -1.371
H  -4.800  -3.378  -2.936
H  0.187  -6.025  -3.301
H  -0.279  -4.370  -3.763
H  -0.243  -5.664  -4.968
C  4.737  3.006  -1.900
C  4.518  1.543  -2.186
O  5.317  1.209  -3.325
C  5.357  -0.052  -3.740
O  4.788  -0.988  -3.263
O  6.212  -0.095  -4.758
C  6.573  -1.372  -5.255
H  5.713  3.232  -1.473
H  3.865  3.374  -1.354
H  4.692  3.651  -2.785
H  3.473  1.362  -2.440
H  4.808  0.981  -1.299
H  7.007  -1.991  -4.473
H  7.260  -1.217  -6.081
H  5.703  -1.898  -5.654
C  1.329  5.195  3.635
C  0.118  4.466  4.185
O  0.346  3.109  4.516
C  0.155  2.232  3.528
O  -0.193  2.489  2.413
O  0.334  1.027  4.067
C  0.223  -0.085  3.220
H  2.079  5.331  4.416
H  1.054  6.124  3.138
H  1.862  4.610  2.878
H  -0.729  4.654  3.522
H  -0.170  4.912  5.140
H  0.902  -0.916  3.420
H  0.337  0.113  2.153
H  -0.764  -0.539  3.351
C  5.527  -0.914  3.497
C  4.330  0.005  3.379
O  4.958  1.302  3.230
C  4.276  2.327  2.760
O  3.105  2.332  2.440
O  5.085  3.377  2.762
C  4.628  4.638  2.342
H  6.097  -0.631  4.382
H  6.173  -0.892  2.619
H  5.280  -1.972  3.560
H  3.728  0.044  4.288
H  3.686  -0.276  2.549
H  3.755  4.974  2.906
H  4.355  4.686  1.290
H  5.393  5.385  2.537
C  -2.045  3.381  -1.962
Br  -1.834  4.437  -3.584
Br  -3.542  2.154  -2.114
Br  -2.437  4.592  -0.468
H  -1.133  2.803  -1.878
C  -3.863  2.143  2.208
Br  -4.395  3.662  3.359
Br  -5.379  1.688  1.094
Br  -3.145  0.648  3.174
H  -3.082  2.544  1.574

These are the Mulliken partial charges, in e, on atoms 1 to 6: C -0.1567; C -0.6320; C -0.2702; C 0.0630; C -0.1951; C -0.7769


Q: Which electronic energy values were calculated for the entries above? A: -3477.213508, -18692.641115, in Eh.